1.
C21H26N2O2 | ωB97M-V/def2-TZVPD

Cartesian coordinates (Å):
1 C -5.724 -2.392 1.831
2 O -5.045 -1.890 0.711
3 C -5.723 -0.820 0.089
4 C -4.903 -0.358 -1.123
5 C -4.814 -1.455 -2.179
6 N -3.581 0.023 -0.682
7 C -3.144 1.302 -0.673
8 O -3.784 2.222 -1.149
9 C -1.793 1.499 -0.069
10 C -0.990 2.517 -0.574
11 C 0.263 2.752 -0.045
12 C 0.740 1.990 1.016
13 C 2.137 2.195 1.550
14 N 3.163 1.426 0.862
15 C 3.368 1.787 -0.526
16 C 4.747 1.289 -0.947
17 C 4.909 -0.171 -0.640
18 C 5.885 -0.927 -1.278
19 C 6.052 -2.266 -0.983
20 C 5.236 -2.868 -0.039
21 C 4.262 -2.124 0.599
22 C 4.091 -0.776 0.309
23 C 2.998 -0.005 0.998
24 C -0.078 0.993 1.538
25 C -1.329 0.745 1.004
26 H -5.849 -1.619 2.600
27 H -5.119 -3.204 2.227
28 H -6.715 -2.775 1.557
29 H -6.725 -1.138 -0.234
30 H -5.838 0.014 0.798
31 H -5.361 0.544 -1.541
32 H -5.803 -1.679 -2.571
33 H -4.178 -1.132 -2.999
34 H -4.399 -2.358 -1.738
35 H -3.043 -0.707 -0.243
36 H -1.371 3.117 -1.387
37 H 0.874 3.546 -0.449
38 H 2.416 3.249 1.469
39 H 2.176 1.909 2.606
40 H 2.596 1.355 -1.187
41 H 3.327 2.874 -0.618
42 H 5.506 1.848 -0.392
43 H 4.907 1.472 -2.012
44 H 6.519 -0.453 -2.014
45 H 6.815 -2.841 -1.486
46 H 5.359 -3.914 0.198
47 H 3.622 -2.591 1.335
48 H 2.030 -0.349 0.580
49 H 3.000 -0.249 2.066
50 H 0.264 0.413 2.384
51 H -1.951 -0.019 1.450

Results
- orbital gap (Eh) = 0.340
- multiplicity = 1
- LUMO (eV) = 0.688
- largest force on an atom (eV/A) = 0.4
- E_HOMO (eV) = -8.58
- E_tot (eV) = -29274.7144
- energy relative to the best compared isomer or geometry (same formula, charge and spin) (kcal per mole) = 38.8
- structure (SMILES) = COC[C@H](C)NC(=O)c1ccc(CN2CCc3ccccc3C2)cc1


2.
C21H26N2O2 | ωB97M-V/def2-TZVPD

Cartesian coordinates (Å):
1 C 3.154 1.272 -0.370
2 C 3.345 -0.148 -0.928
3 N 2.576 -1.207 -0.242
4 C 3.370 -2.037 0.666
5 C 4.099 -3.157 -0.006
6 C 1.207 -1.021 0.102
7 C 0.316 -0.098 -0.746
8 C -0.594 -0.902 -1.711
9 C -1.075 -0.201 -2.959
10 C -0.429 0.885 -3.588
11 C -1.039 1.522 -4.693
12 C -2.344 1.177 -5.093
13 C -2.996 0.116 -4.443
14 C -2.369 -0.550 -3.395
15 O -1.153 -1.971 -1.407
16 O 0.713 -1.690 1.004
17 H 3.588 1.984 -1.088
18 H 2.113 1.595 -0.201
19 H 3.688 1.376 0.591
20 H 3.075 -0.172 -1.997
21 H 4.412 -0.416 -0.875
22 H 4.100 -1.425 1.211
23 H 2.678 -2.463 1.384
24 H 4.583 -3.827 0.705
25 H 3.418 -3.766 -0.593
26 H 4.862 -2.798 -0.693
27 H 0.863 0.666 -1.288
28 H 0.554 1.243 -3.239
29 H -0.491 2.293 -5.243
30 H -2.818 1.667 -5.939
31 H -4.003 -0.212 -4.720
32 H -2.897 -1.324 -2.828
33 C -1.780 2.671 1.243
34 N -1.315 1.299 1.504
35 C -1.614 0.723 2.809
36 C -0.998 -0.502 3.137
37 C -1.272 -1.155 4.342
38 C -2.194 -0.588 5.247
39 C -2.810 0.640 4.970
40 C -2.539 1.260 3.745
41 C -1.180 0.536 0.309
42 H -1.914 3.249 2.156
43 H -1.023 3.074 0.529
44 H -2.725 2.641 0.684
45 H -0.322 -0.928 2.396
46 H -0.786 -2.131 4.550
47 H -2.462 -1.152 6.136
48 H -3.565 1.074 5.648
49 H -3.102 2.138 3.448
50 H -1.700 -0.479 0.356
51 H -1.205 1.221 -0.592

Results
- orbital gap (Eh) = 0.281
- multiplicity = 1
- LUMO (eV) = -0.047
- largest force on an atom (eV/A) = 2.7
- E_HOMO (eV) = -7.70
- E_tot (eV) = -29271.5317
- energy relative to the best compared isomer or geometry (same formula, charge and spin) (kcal per mole) = 112.2


3.
C21H26N2O2S | ωB97M-V/def2-TZVPD

Cartesian coordinates (Å):
1 C -1.935 -3.784 -2.190
2 C -1.247 -3.309 -0.947
3 C -1.807 -3.505 0.310
4 C -1.157 -3.050 1.443
5 C 0.061 -2.401 1.353
6 C 0.636 -2.207 0.101
7 N 1.860 -1.550 -0.083
8 C 2.748 -1.104 0.852
9 O 2.622 -1.261 2.047
10 C 3.944 -0.376 0.258
11 C 4.011 1.088 0.714
12 C 2.853 1.996 0.268
13 C 2.527 1.863 -1.222
14 C 1.368 2.786 -1.595
15 N 0.207 2.488 -0.779
16 C -0.659 1.547 -1.247
17 O -0.500 0.996 -2.326
18 C -1.857 1.241 -0.443
19 C -2.458 0.018 -0.380
20 C -3.651 0.019 0.370
21 C -3.986 1.247 0.851
22 C -5.169 1.636 1.662
23 S -2.805 2.434 0.397
24 C 0.464 2.711 0.627
25 C 1.583 1.777 1.096
26 C -0.025 -2.657 -1.037
27 H -2.964 -4.065 -1.983
28 H -1.417 -4.654 -2.597
29 H -1.928 -3.006 -2.952
30 H -2.758 -4.010 0.398
31 H -1.604 -3.200 2.415
32 H 0.567 -2.053 2.237
33 H 2.097 -1.409 -1.055
34 H 4.838 -0.877 0.638
35 H 3.957 -0.441 -0.830
36 H 4.945 1.508 0.333
37 H 4.057 1.101 1.804
38 H 3.180 3.029 0.445
39 H 3.404 2.103 -1.826
40 H 2.211 0.846 -1.453
41 H 1.090 2.643 -2.641
42 H 1.636 3.834 -1.431
43 H -2.041 -0.854 -0.846
44 H -4.243 -0.863 0.537
45 H -5.748 2.407 1.152
46 H -5.806 0.770 1.827
47 H -4.861 2.036 2.627
48 H -0.435 2.534 1.213
49 H 0.760 3.758 0.755
50 H 1.791 1.955 2.152
51 H 1.231 0.751 0.993
52 H 0.412 -2.486 -2.012

Results
- orbital gap (Eh) = 0.337
- multiplicity = 1
- LUMO (eV) = 0.700
- largest force on an atom (eV/A) = 0.6
- E_HOMO (eV) = -8.48
- E_tot (eV) = -40111.1666
- energy relative to the best compared isomer or geometry (same formula, charge and spin) (kcal per mole) = 0.0
- structure (SMILES) = Cc1cccc(NC(=O)CCC2CCN(C(=O)c3ccc(C)s3)CC2)c1


4.
C21H26N2O4S | ωB97M-V/def2-TZVPD

Cartesian coordinates (Å):
1 C -3.602 -0.708 2.552
2 C -3.492 -1.487 1.313
3 H -4.228 -1.243 0.510
4 H -3.602 -2.571 1.450
5 O -2.074 -1.321 0.624
6 C -1.563 -0.380 0.101
7 O -2.179 0.541 -0.076
8 C -0.308 -0.529 -0.486
9 C 0.252 0.844 -0.819
10 H -0.282 1.359 -1.533
11 C 0.104 1.596 0.520
12 N 0.156 0.911 1.599
13 C -0.585 1.334 2.689
14 O -0.629 0.256 3.764
15 C -1.548 2.369 2.786
16 C -2.373 2.335 3.836
17 S -3.229 4.015 3.758
18 C -2.093 4.383 2.502
19 N -1.486 3.460 2.213
20 C -2.214 5.636 1.934
21 H -2.255 6.491 2.519
22 H -3.111 5.653 1.387
23 H -1.482 5.730 1.214
24 H -2.688 1.489 4.573
25 C 0.905 -0.170 1.525
26 C 0.611 -1.128 0.730
27 H 0.224 -1.784 1.168
28 H 1.423 -1.705 0.228
29 H 2.251 0.288 1.396
30 H 1.274 -0.458 2.747
31 H 0.876 2.461 0.498
32 H -0.832 2.361 0.340
33 H 1.309 0.761 -0.989
34 C -0.266 -1.327 -1.702
35 C 1.039 -1.605 -2.370
36 C 1.655 -2.908 -1.959
37 C 2.859 -2.914 -2.780
38 C 3.612 -2.117 -3.399
39 C 2.668 -0.978 -3.896
40 C 1.515 -0.924 -3.261
41 H 0.953 0.194 -3.392
42 H 3.229 -0.414 -4.535
43 O 4.737 -2.159 -4.316
44 C 5.583 -3.162 -4.057
45 H 6.321 -3.206 -4.763
46 H 4.901 -4.050 -4.202
47 H 5.820 -3.161 -2.909
48 H 3.581 -3.659 -2.335
49 H 1.278 -3.527 -1.386
50 H -0.671 -2.522 -1.369
51 H -1.107 -0.974 -2.348
52 H -3.665 0.324 2.170
53 H -4.797 -0.875 2.949
54 H -2.777 -0.826 3.287

Results
- orbital gap (Eh) = 0.296
- multiplicity = 1
- LUMO (eV) = -0.303
- largest force on an atom (eV/A) = 18.1
- E_HOMO (eV) = -8.37
- E_tot (eV) = -44184.5334
- energy relative to the best compared isomer or geometry (same formula, charge and spin) (kcal per mole) = 475.7